80
Properties=species:S:1:pos:R:3:forces:R:3:mulliken_charge:R:1 method="wB97M-V/def2-TZVPD" homo_lumo_gap_ev=5.9 lumo_energy_ev=-3.769 homo_ev=-9.66 energy_ev=-57871.4908 spin_multiplicity=1 charge=+1
C 5.117554 -1.159597 2.117435 -2.6 -0.6 -6.6 -0.22
C 4.475352 -1.343200 0.972583 3.1 -0.3 5.3 -0.23
C 3.723212 -1.861227 -0.379612 2.6 0.4 2.5 -0.53
N 2.593212 -0.845844 -0.624799 1.7 -1.0 0.1 0.61
O 2.351948 -0.741584 -1.968211 -0.5 -0.4 -2.4 -0.37
C 1.386650 -1.242306 0.202842 -2.2 -0.9 1.0 -0.79
C 0.251450 -2.052405 -0.655957 0.9 -0.2 -0.3 -0.36
C -0.905086 -2.638706 0.305276 0.1 -0.5 1.2 0.46
C -1.158374 -1.713407 1.633970 -0.3 -0.4 -1.4 -1.17
C -2.298411 -2.988045 -0.432608 0.1 0.0 -0.4 -1.04
C -2.810480 -1.891144 -1.499092 -2.0 0.0 -0.8 -0.77
C -3.199124 -0.456121 -0.878980 -0.6 0.2 1.2 -0.51
C -4.039702 -0.214119 0.270101 1.3 0.2 -1.3 0.98
C -3.425346 0.771823 1.418762 -1.4 -0.1 -1.0 -0.99
C -5.527137 -0.783453 0.501833 0.3 -0.1 1.3 -1.11
P 3.296311 0.752439 -0.100181 1.2 1.3 2.1 0.04
P 1.978270 2.393309 -0.668202 -4.1 3.8 -1.0 0.82
O 0.527880 2.253525 -0.153729 3.9 -0.6 -1.3 -0.55
O 2.639201 3.809426 0.084477 -0.6 -3.0 -1.2 -0.51
O 2.080122 2.697781 -2.368633 -0.8 -0.4 3.3 -0.51
H 5.870888 -0.804096 2.923276 -1.8 -0.8 -1.7 0.39
H 4.534825 -1.805243 -1.213903 -1.7 0.0 1.3 0.43
H 3.333653 -2.925089 -0.192720 0.3 1.7 -0.6 0.37
H 2.789168 -1.465605 -2.483696 -0.5 0.5 0.8 0.36
H 0.962596 -0.268978 0.660313 0.6 -1.7 -0.7 0.28
H 1.768196 -1.985895 1.012050 -0.6 1.7 -1.2 0.18
H -0.114354 -1.384057 -1.514531 0.4 -1.0 1.5 0.26
H 0.789897 -2.968865 -1.135092 -0.9 1.6 0.6 0.22
H -0.496770 -3.652008 0.723496 -0.7 1.7 -0.8 0.42
H -2.259564 -1.909597 1.944008 2.1 0.4 -0.2 0.42
H -0.410868 -2.013525 2.453615 -1.2 0.7 -1.1 0.34
H -1.057552 -0.619323 1.298101 -0.3 -1.5 0.9 0.09
H -2.188113 -4.000565 -0.990830 -0.1 1.7 0.8 0.38
H -3.119461 -3.167984 0.371277 1.5 0.4 -1.3 0.31
H -2.072329 -1.795596 -2.397110 -1.3 0.0 1.7 0.28
H -3.791271 -2.321247 -1.970264 1.7 0.4 0.7 0.42
H -2.794819 0.482706 -1.443245 0.3 -1.7 1.8 0.25
H -4.259693 1.460151 1.811339 1.4 -0.8 -0.5 0.42
H -2.519262 1.355526 1.001664 -1.5 -0.9 0.7 0.13
H -3.094684 0.110870 2.313554 -0.5 1.0 -1.6 0.21
H -6.267159 -0.532370 -0.363689 1.7 -0.6 1.3 0.14
H -5.563797 -1.908408 0.789621 0.0 1.8 -0.7 0.30
H -5.956555 -0.218309 1.429455 0.8 -1.1 -1.6 0.34
H 4.496766 0.947570 -0.897714 -1.1 -0.5 -0.1 0.15
H 2.229105 3.944957 0.973847 0.2 -0.4 -0.9 0.35
H 1.167554 2.967381 -2.659020 1.0 -0.2 0.4 0.35
C -10.361439 3.026445 -1.598215 -0.2 0.2 0.1 -1.37
C -9.983459 1.789272 -2.408123 0.3 0.1 0.2 0.34
C -9.297701 0.681267 -1.579049 0.0 -0.1 -0.3 -0.76
O -7.939322 0.953108 -1.234772 -0.3 -0.1 0.2 -0.34
C -7.775599 1.857587 -0.153552 0.3 0.1 -0.3 -0.39
N -9.156180 2.202297 -3.548581 0.2 -0.3 0.1 -0.73
H -9.508719 3.682230 -1.406154 0.0 -0.1 0.0 0.28
H -11.097728 3.625224 -2.142639 0.1 -0.1 0.0 0.34
H -10.803156 2.749663 -0.636130 0.0 0.0 -0.1 0.34
H -10.917665 1.366713 -2.799267 0.2 -0.1 0.0 0.42
H -9.267686 -0.225796 -2.191546 0.1 0.1 0.0 0.33
H -9.877981 0.430472 -0.683129 0.0 0.2 0.1 0.44
H -8.547499 1.732638 0.609856 -0.1 0.0 0.0 0.32
H -7.765937 2.882787 -0.528798 -0.1 0.1 0.2 0.22
H -6.800655 1.671928 0.300724 -0.1 -0.1 -0.1 -0.04
H -9.002366 1.394336 -4.150452 -0.1 0.2 0.0 0.27
H -8.223620 2.413118 -3.187513 -0.2 0.1 -0.1 0.32
C 11.453989 -0.135021 1.745919 0.3 0.0 0.0 -1.39
C 10.277841 -1.057514 1.437827 -0.1 0.3 0.2 0.33
C 9.127571 -0.372627 0.667271 0.0 -0.2 0.1 -0.71
O 8.321322 0.501158 1.457411 0.1 -0.1 -0.4 -0.29
C 8.903624 1.771744 1.709712 -0.2 0.0 0.4 -0.76
N 9.806361 -1.661030 2.690621 -0.4 0.0 -0.2 -0.71
H 11.262197 0.524372 2.595843 -0.1 -0.1 -0.1 0.29
H 12.339748 -0.723493 2.002694 -0.2 0.0 0.0 0.35
H 11.706280 0.486441 0.881444 0.0 0.0 0.1 0.34
H 10.661985 -1.860191 0.795611 -0.2 0.1 0.0 0.40
H 8.448544 -1.155634 0.312961 0.0 0.0 0.1 0.31
H 9.494056 0.146638 -0.226172 0.1 0.1 0.1 0.42
H 9.482253 2.136543 0.857777 0.1 -0.1 0.0 0.34
H 9.525500 1.721730 2.605474 0.2 0.2 -0.1 0.25
H 8.098992 2.480133 1.915765 0.0 -0.1 -0.1 0.24
H 9.100278 -2.362494 2.470342 0.2 -0.1 0.1 0.27
H 9.282253 -0.943588 3.195754 0.3 -0.1 0.0 0.31

---

56
Properties=species:S:1:pos:R:3:forces:R:3:mulliken_charge:R:1 method="wB97M-V/def2-TZVPD" homo_lumo_gap_ev=10.0 lumo_energy_ev=-0.110 homo_ev=-10.10 energy_ev=-268820.0818 spin_multiplicity=1 smiles="O=C(O)CNCCOCS(=O)(=O)C(F)(F)F.ClC(Cl)Cl.ClC(Cl)Cl.ClC(Cl)Cl.ClC(Cl)Cl.ClC(Cl)Cl.ClC(Cl)Cl"
O -1.755200 -3.678409 -0.274229 -0.4 1.5 0.3 -0.53
C -1.993072 -2.586173 0.200326 0.0 -2.0 -0.4 0.43
O -3.119753 -2.405923 0.943299 0.7 0.0 -0.2 -0.45
C -1.076763 -1.392772 0.020439 -0.1 -0.3 -0.1 0.33
N -1.018260 -1.017361 -1.393862 -0.3 0.3 0.3 -0.38
C -0.784306 0.421105 -1.601745 0.0 -0.5 0.0 0.05
C 0.514583 0.899538 -0.956503 0.3 0.0 0.0 -0.43
O 0.479440 2.232822 -0.454877 -0.1 -0.1 -0.1 -0.23
C -0.426080 2.428055 0.560824 -0.2 0.1 -0.1 0.10
S 0.390803 3.168166 2.010815 0.7 1.3 0.1 1.18
O 1.784306 2.871538 2.079180 0.0 -0.9 0.0 -0.63
O 0.021490 4.547339 2.108000 -0.6 0.0 0.0 -0.65
C -0.483392 2.329971 3.417469 0.0 -0.1 -0.3 0.66
F -0.301976 1.008532 3.334999 0.0 -0.1 0.1 -0.21
F -1.788317 2.583738 3.321371 -0.1 0.0 0.0 -0.23
F -0.034157 2.767704 4.581051 0.1 0.0 0.0 -0.22
H -2.983958 -1.602257 1.453755 -0.4 0.2 0.1 0.34
H -0.101113 -1.744226 0.331685 0.3 0.1 0.3 0.23
H -1.409706 -0.591345 0.689343 0.1 0.2 0.0 -0.33
H -1.944888 -1.197135 -1.760324 0.1 -0.2 -0.4 0.17
H -1.669545 0.989221 -1.307933 0.1 0.3 0.4 0.61
H -0.679284 0.562648 -2.668983 -0.1 0.1 -0.3 -0.43
H 1.277616 0.909056 -1.720440 0.3 0.1 -0.1 0.25
H 0.874219 0.237710 -0.170851 -0.1 -0.2 0.2 0.44
H -1.171957 3.155451 0.257994 -0.2 0.3 0.1 0.26
H -0.949950 1.534819 0.895468 0.1 -0.2 0.1 -0.33
C -1.651737 5.170991 -2.568864 -0.1 0.0 0.1 -0.07
Cl -1.630418 3.403682 -2.688877 -0.1 0.3 0.0 -0.06
Cl -3.310361 5.769470 -2.542783 0.0 0.0 0.0 -0.13
Cl -0.769668 5.710970 -1.144365 0.0 0.0 0.0 -0.08
H -1.161252 5.570426 -3.446128 0.0 0.0 0.0 0.34
C 1.256938 1.266543 7.566564 0.0 0.0 0.1 0.39
Cl 0.366464 1.567766 9.059932 0.0 0.0 0.0 -0.13
Cl 2.984258 1.532131 7.802357 0.0 0.0 0.0 -0.13
Cl 0.953052 -0.368601 6.974127 0.0 0.1 0.0 -0.05
H 0.908265 1.966919 6.820613 0.0 0.0 0.0 -0.05
C 0.298999 0.540342 -5.999566 0.1 -0.1 0.1 -0.15
Cl -0.924673 -0.712725 -5.782355 0.0 0.0 0.0 -0.11
Cl -0.140304 1.992888 -5.093711 0.1 -0.1 -0.2 -0.08
Cl 1.886773 -0.043424 -5.503253 -0.1 0.1 -0.1 -0.05
H 0.341732 0.794157 -7.049959 0.0 0.0 0.0 0.38
C 5.940802 -1.372190 -5.661619 0.0 0.1 0.0 0.04
Cl 5.221796 -1.516876 -7.265755 0.0 0.0 0.0 -0.12
Cl 7.036438 0.007152 -5.587414 0.0 0.0 0.0 -0.12
Cl 4.687136 -1.243502 -4.425199 0.1 -0.1 0.1 -0.10
H 6.512991 -2.268586 -5.466537 0.0 0.0 0.0 0.31
C 2.608523 -4.258629 5.884311 0.0 0.0 0.1 0.07
Cl 2.454696 -5.992003 5.598062 0.0 0.0 0.0 -0.12
Cl 1.020782 -3.514548 6.088183 0.0 -0.1 -0.1 -0.12
Cl 3.629835 -3.940389 7.285466 0.0 0.0 0.0 -0.11
H 3.078136 -3.814372 5.017631 0.0 0.0 0.0 0.28
C -4.537099 -4.553643 -2.357122 0.0 -0.1 0.1 0.15
Cl -5.168552 -5.463146 -0.988148 0.0 0.0 0.0 -0.12
Cl -5.223775 -5.142119 -3.873022 0.0 0.0 0.0 -0.13
Cl -4.855784 -2.826938 -2.157932 0.0 0.1 0.0 -0.15
H -3.464775 -4.693561 -2.390909 0.0 0.0 0.0 0.23

---

74
Properties=species:S:1:pos:R:3:forces:R:3:mulliken_charge:R:1 method="wB97M-V/def2-TZVPD" relative_energy_kcal_mol=1.89 homo_lumo_gap_ev=5.8 lumo_energy_ev=-3.779 homo_ev=-9.61 energy_ev=-39745.7004 spin_multiplicity=1 charge=+1
C -3.283072 3.241703 -3.833046 0.1 0.3 0.3 -0.82
C -4.558543 2.497923 -3.458290 0.0 -0.2 -0.5 -0.58
N -4.363916 1.787391 -2.225156 0.6 -0.2 0.1 0.01
C -5.461234 1.269044 -1.438451 -0.4 -0.2 0.2 -0.80
C -4.756910 0.547977 -0.262638 -0.8 -0.1 0.6 -0.65
C -3.302126 0.618458 -0.585780 1.1 -0.4 0.0 -0.06
C -2.170885 0.157711 0.045987 -0.7 0.3 0.1 -0.70
C -0.874178 0.415038 -0.511136 0.3 -0.5 -0.2 0.93
C 0.284543 0.126240 0.268292 -0.4 1.5 -0.5 -0.59
C 1.575393 0.682336 0.028145 0.1 0.2 0.0 -0.50
C 2.731360 0.027503 0.576914 0.6 0.2 0.1 -0.65
C 3.996400 0.498191 0.294879 -1.3 0.0 -0.1 -0.11
C 4.126163 1.606851 -0.564272 0.4 0.2 0.0 0.68
N 5.419967 1.922927 -0.770541 -0.6 -0.1 -0.1 -0.01
C 5.866764 3.049544 -1.543902 0.1 0.4 0.1 -0.62
C 4.788425 3.475471 -2.533137 -0.2 -0.3 -0.3 -0.82
C 3.372217 3.520213 -1.924657 -0.1 0.8 0.0 -0.89
C 3.044738 2.336985 -1.072515 -0.5 -0.5 0.4 0.02
C 1.776969 1.908625 -0.699980 0.4 -0.3 -0.5 -1.04
C 6.315224 1.110319 0.018817 0.3 -0.2 0.2 -0.79
C 5.371504 0.093042 0.711022 0.7 -0.6 0.3 -0.65
C -0.824434 0.991057 -1.833576 -0.3 0.8 0.1 -1.31
C -1.941935 1.580768 -2.419694 0.4 -0.6 0.4 0.30
C -3.169298 1.342176 -1.786261 -0.4 0.5 0.1 0.37
C -1.990816 2.408099 -3.669685 0.3 -0.1 -0.8 -0.80
H -3.377233 3.589728 -4.865898 0.1 0.0 0.2 0.38
H -3.222958 4.129207 -3.195142 0.1 0.0 -0.1 0.33
H -5.403898 3.187601 -3.321580 0.3 -0.1 -0.1 0.37
H -4.834918 1.795462 -4.262847 0.0 0.1 0.2 0.30
H -6.115689 2.092512 -1.119845 0.2 -0.2 0.0 0.36
H -6.080210 0.576016 -2.031653 0.2 0.2 0.1 0.31
H -4.985102 1.064984 0.675844 0.1 -0.2 -0.1 0.30
H -5.106478 -0.485538 -0.175499 0.0 0.2 0.1 0.33
H -2.255227 -0.334175 1.015696 0.2 0.1 -0.1 0.65
H 0.138531 -0.378784 1.225406 0.0 -0.4 -0.3 1.07
H 2.601323 -0.847496 1.216973 -0.1 0.2 -0.2 0.66
H 6.135662 3.885385 -0.875243 -0.1 -0.2 -0.1 0.31
H 6.785617 2.754522 -2.066788 -0.2 0.1 0.0 0.38
H 5.053239 4.458651 -2.931801 -0.1 -0.1 0.0 0.38
H 4.798495 2.771765 -3.372534 0.0 0.1 0.1 0.33
H 3.284783 4.443940 -1.331022 -0.1 -0.2 -0.1 0.32
H 2.625020 3.580247 -2.721534 0.2 0.2 0.0 0.38
H 0.913865 2.529028 -0.963566 0.3 -0.3 0.1 0.86
H 7.067862 0.641452 -0.630737 -0.2 0.0 0.2 0.35
H 6.864252 1.726990 0.746677 -0.2 -0.1 -0.1 0.32
H 5.493794 0.131683 1.798314 0.0 -0.1 -0.2 0.32
H 5.613459 -0.920528 0.376874 -0.1 0.1 0.2 0.31
H 0.127311 1.014249 -2.370973 -0.3 0.1 0.2 0.91
H -1.877017 1.762940 -4.556424 0.0 0.1 0.2 0.32
H -1.128346 3.084318 -3.667970 -0.1 -0.1 -0.1 0.33
C -3.371922 -1.937154 4.225412 -0.3 0.1 0.2 -1.13
N -2.639729 -2.816354 3.337026 0.0 0.2 -0.1 0.21
C -3.308228 -4.061296 2.987355 0.1 -0.2 -0.1 -1.03
C -1.457046 -2.385371 2.817834 -0.4 0.2 0.2 0.31
C -0.696285 -3.408306 1.957475 -0.4 0.5 0.0 -0.10
C -0.323267 -4.669638 2.772748 -0.1 -0.2 -0.4 -0.53
C 1.210522 -4.761486 2.746137 0.1 0.2 0.0 -0.67
C 1.696086 -3.583401 1.859323 0.8 -0.2 0.2 -0.81
N 0.521285 -2.820853 1.503882 0.5 -0.1 -0.2 0.04
O -1.031473 -1.250890 3.036572 -0.1 -0.6 -0.3 -0.76
H -2.738033 -1.094579 4.511382 -0.1 -0.2 -0.1 0.30
H -4.276768 -1.553457 3.729097 0.2 -0.1 0.1 0.31
H -3.681412 -2.490140 5.123374 0.1 0.1 -0.2 0.40
H -2.862253 -4.515279 2.093638 -0.2 0.1 0.4 0.37
H -3.259593 -4.793299 3.809903 0.0 0.2 -0.2 0.30
H -4.364550 -3.858973 2.770828 0.2 0.0 0.1 0.34
H -1.355878 -3.683853 1.117921 0.1 0.1 0.1 0.39
H -0.742285 -4.646388 3.785171 0.2 0.0 -0.2 0.34
H -0.741174 -5.538826 2.253311 0.0 0.1 0.3 0.32
H 1.630998 -4.679814 3.754489 -0.1 -0.1 -0.2 0.27
H 1.514197 -5.728240 2.325307 0.1 0.3 0.2 0.27
H 2.399286 -2.952470 2.436050 -0.1 -0.2 -0.2 0.31
H 2.255428 -3.965123 0.988158 -0.2 0.1 0.1 0.35
H 0.533637 -2.274559 0.651539 -0.1 -0.6 0.2 0.34